Entry from OMol25: a 2-piece molecular cluster, C22H24N2O2S overall in a non-equilibrium geometry (wB97M-V/def2-TZVPD).

Last column: Mulliken charge in e.
Cartesian coordinates (Å):
S -2.733 -3.577 1.930  -0.30
O -2.805 0.880 -0.149  -0.70
O 0.909 -1.859 -0.961  -0.73
N -0.707 -2.466 0.553  0.04
N -2.472 -1.044 1.059  0.02
C -0.064 3.475 -0.762  0.13
C -1.790 3.945 1.397  -0.60
C -0.071 -3.823 0.647  -1.04
C 3.149 0.404 0.553  -0.87
C -1.123 4.368 -0.891  -1.02
C 1.111 1.731 0.669  -0.76
C -4.951 -1.328 0.866  -0.96
C -0.829 -0.333 -0.542  -0.14
C 3.655 1.134 -2.079  -1.43
C 2.561 1.683 -1.427  0.09
C 2.243 1.317 -0.084  1.39
C -0.146 -1.545 -0.375  0.14
C -0.642 -4.795 -0.344  -0.93
C 4.505 0.224 -1.440  1.27
C 0.147 2.755 0.450  1.28
C -1.930 -2.308 1.173  0.44
C 4.238 -0.127 -0.107  -0.66
C 5.686 -0.357 -2.151  -1.46
C -1.994 4.609 0.177  -0.32
C -2.064 -0.097 0.076  -0.01
C -3.812 -0.820 1.701  -1.00
C -0.739 3.057 1.538  -0.73
H 0.588 3.308 -1.611  0.36
H -2.470 4.121 2.234  0.38
H -5.888 -1.098 1.383  0.36
H -0.112 -5.747 -0.237  0.35
H 5.745 0.024 -3.173  0.37
H 3.863 1.409 -3.118  0.27
H 4.902 -0.836 0.395  0.38
H -3.750 -1.383 2.638  0.53
H -2.821 5.310 0.064  0.39
H -0.495 -4.431 -1.366  0.30
H -4.963 -0.828 -0.108  0.30
H 1.933 2.383 -1.964  0.31
H -3.889 0.253 1.888  0.38
H 5.623 -1.451 -2.196  0.33
H -1.709 -4.970 -0.159  0.29
H -4.887 -2.414 0.729  0.28
H -1.273 4.876 -1.847  0.38
H 1.067 1.292 1.670  0.14
H -0.493 0.350 -1.303  0.84
H 2.948 0.121 1.588  0.35
H 6.626 -0.112 -1.640  0.34
H 1.000 -3.673 0.503  0.39
H -0.298 -4.150 1.668  0.49
H -0.578 2.542 2.488  0.35

Cartesian forces, eV/Å:
0.3151 0.3402 0.2415
0.7143 -0.6306 0.3561
-0.7522 0.2691 0.5130
-0.1920 -1.0496 0.1274
-0.9914 -0.4989 0.1895
-0.2437 -0.1409 0.3152
-0.1250 0.3388 -0.2018
-0.2058 1.0599 0.5705
-0.6158 0.1435 -0.1234
0.2287 -0.0895 0.0231
0.1634 0.0020 0.0514
-0.4304 -0.0249 -0.3673
0.3624 0.3959 0.0630
-0.2384 0.2251 0.0787
-0.0132 -0.2520 0.2296
0.8114 -0.6051 -0.3824
1.2626 -0.6494 -0.1213
-0.0781 -0.3261 -0.4589
-0.1900 0.0343 0.4018
-1.0603 0.7496 0.0536
0.3247 0.5685 -0.7107
0.0695 0.0869 -0.0826
0.1903 -0.0951 -0.2157
0.3752 -0.3941 0.2723
-0.9966 0.9623 0.2981
1.2038 -0.0756 0.1497
0.3273 -0.4842 -0.5034
-0.3883 0.1551 0.1915
0.2796 -0.0550 -0.2901
0.0177 -0.0632 -0.1123
-0.1000 0.0377 -0.0930
0.0362 -0.0864 0.1083
-0.1182 -0.0529 0.3819
-0.2726 0.2589 -0.0997
-0.1494 0.3551 -0.1179
0.2005 -0.2364 0.0245
-0.0279 -0.0870 0.1150
-0.0332 -0.0891 0.1332
0.2966 -0.3229 0.0302
0.0208 -0.1838 -0.0575
-0.0551 0.1860 0.0328
0.3201 0.0661 -0.0888
-0.0180 0.3209 0.0098
0.0513 -0.1602 0.3648
-0.0561 0.0521 -0.3118
-0.0434 -0.0263 -0.1382
0.0438 0.0076 -0.3096
-0.2182 -0.0054 -0.0333
-0.1915 -0.0067 0.0145
0.3252 -0.0253 -0.2525
-0.1357 0.1009 -0.2690

Results
M	380.51	g mol⁻¹
HOMO level	-7.2	eV
orbital gap	4.57	eV
ΔE to the lowest compared entry with this formula, charge and spin	2.324	eV

=====

Entry from OMol25: a 2-piece molecular cluster, C4H12NOS overall (wB97M-V/def2-TZVPD).

Last column: natural (NBO) charge in e.
Cartesian coordinates (Å):
S 2.305 0.944 0.165  -0.77
O 0.327 -2.443 1.683  -0.98
N -1.388 -0.635 -0.692  -0.66
C -0.427 0.406 -0.292  -0.09
C -0.846 1.803 -0.724  -0.68
C 0.991 0.030 -0.730  -0.50
C -2.632 -0.672 0.084  -1.12
H -1.703 2.118 -0.130  0.19
H -3.284 -1.444 -0.346  0.13
H 0.937 -2.195 0.971  0.47
H -3.196 0.257 0.170  0.13
H -0.087 2.576 -0.586  0.22
H 1.103 -1.039 -0.569  0.16
H -2.413 -1.003 1.107  0.15
H 1.125 0.217 -1.794  0.17
H -1.658 -0.479 -1.655  0.33
H -0.391 0.391 0.799  0.19
H -0.529 -2.204 1.300  0.48
H -1.206 1.813 -1.759  0.17

Cartesian forces, eV/Å:
0.1042 -0.0057 -0.0389
0.0134 -0.1628 -0.2909
-0.2471 0.1911 0.0669
0.3225 -0.0758 0.2590
-0.5498 0.2992 0.0475
0.0889 0.4209 0.1854
0.4004 -0.6102 0.0020
-0.2180 0.0353 0.0635
-0.0590 0.1217 0.0384
-0.0672 0.1255 0.3356
-0.1203 0.2880 -0.0777
0.2571 -0.3215 -0.0411
0.0140 -0.1896 -0.1209
-0.0812 0.0886 0.0528
-0.1411 -0.0868 -0.3291
0.1173 -0.0880 -0.1495
-0.0555 -0.0231 0.1094
-0.0120 0.0405 -0.0055
0.2335 -0.0472 -0.1070

Results
M	122.21	g mol⁻¹
HOMO level (alpha / beta)	3.8 / 0.0	eV
total charge	-2
orbital gap (alpha / beta)	2.16 / 5.90	eV
2S+1	2
ΔE to the lowest compared entry with this formula, charge and spin	0.151	eV
expectation value of S²	0.75

=====

Entry from OMol25: a 5-piece molecular cluster, C2H15NO4 overall in a non-equilibrium geometry (wB97M-V/def2-TZVPD).

Last column: natural (NBO) charge in e.
Cartesian coordinates (Å):
O 2.078 -1.590 0.196  -0.93
O 0.602 1.099 0.301  -0.93
O -2.078 2.190 -1.437  -0.96
O 2.822 2.481 -0.506  -0.95
N -0.616 -1.668 0.662  -0.15
C -1.313 -1.731 -0.627  -0.47
C -1.593 -1.413 1.816  -0.44
H -2.542 2.586 -0.797  0.47
H -1.449 -0.582 -0.860  0.28
H 1.994 2.034 -0.483  0.47
H -2.448 2.549 -2.258  0.49
H 3.507 2.037 -0.948  0.47
H -2.379 -2.150 1.873  0.27
H -0.834 -2.227 -1.350  0.24
H 2.026 -1.723 -0.739  0.49
H -1.052 -1.412 2.739  0.25
H -0.057 1.460 -0.393  0.51
H 0.125 -2.416 0.805  0.46
H 0.123 0.453 0.695  0.44
H 1.561 -0.825 0.518  0.48
H -1.926 -0.451 1.505  0.23
H -2.304 -2.230 -0.504  0.27

Cartesian forces, eV/Å:
-0.5009 -0.2716 1.8800
0.0759 3.4102 -3.5740
2.5840 -2.3992 -3.8635
-0.2327 2.2829 1.0769
-2.2772 -4.0504 0.6849
-1.8139 4.1290 2.7940
2.4005 0.4432 -1.3154
-2.7140 2.4240 3.9306
-0.2352 -2.1593 -0.1877
-0.1572 -0.9120 -0.1685
0.3124 -0.2001 0.1175
0.8847 -1.2197 -0.9470
-0.2111 -0.3964 -0.5175
2.3777 -1.5597 -2.5887
-0.1188 0.5175 -0.9280
0.3152 0.2392 0.4712
1.3982 -0.4396 1.3484
-0.3015 1.4867 -0.1336
-2.2661 -2.7478 2.2646
1.0357 -0.1210 -1.1386
-1.0188 0.8562 0.5507
0.4629 0.6876 0.2439

Results
M	117.14	g mol⁻¹
HOMO level (alpha / beta)	-13.4 / -13.4	eV
total charge	+1
orbital gap (alpha / beta)	9.98 / 4.86	eV
2S+1	2
ΔE to the lowest compared entry with this formula, charge and spin	2.087	eV
expectation value of S²	0.75

=====

Entry from OMol25: one molecule with the formula C5H8N2O2 in a non-equilibrium geometry (wB97M-V/def2-TZVPD).

Last column: natural (NBO) charge in e.
Cartesian coordinates (Å):
O -2.673 0.104 0.410  -0.64
O 0.403 0.849 1.660  -0.72
N -0.953 -0.503 -1.562  -0.34
N -1.250 1.813 -0.243  -0.91
C 0.548 -0.804 -0.086  0.32
C -1.541 0.446 0.111  0.68
C -0.287 -0.130 0.930  -0.09
C 2.018 -0.788 -0.004  -0.70
C -0.178 -1.430 -1.153  -0.07
H 0.155 -2.314 -1.702  0.17
H -2.122 2.282 -0.463  0.40
H -0.701 -0.890 1.604  0.23
H 0.004 1.702 1.403  0.50
H 2.358 0.245 -0.144  0.27
H 2.488 -1.429 -0.749  0.23
H -0.608 1.897 -1.021  0.38
H 2.337 -1.049 1.009  0.27

Cartesian forces, eV/Å:
0.4819 -0.0654 -0.5172
-0.1359 0.0787 -0.1029
0.6370 -0.4610 0.0416
-0.1340 -0.2667 -0.0967
-0.5195 -0.8595 -0.0449
0.2781 0.7719 1.7485
-0.8373 0.4148 -0.5164
0.0800 0.3981 -0.3713
0.2658 0.4658 -0.2595
-0.0982 -0.1366 0.0466
0.0361 -0.0623 -0.0338
0.1188 -0.0207 0.0381
0.0396 -0.1558 -0.0337
0.0703 -0.0568 0.0222
-0.0313 -0.0017 0.0592
-0.0945 -0.0306 0.0343
-0.1568 -0.0122 -0.0142

Results
M	128.13	g mol⁻¹
HOMO level (alpha / beta)	-8.6 / -8.5	eV
orbital gap (alpha / beta)	7.47 / 7.33	eV
ΔE to the lowest compared entry with this formula, charge and spin	4.924	eV

=====

Entry from OMol25: a 2-piece molecular cluster, C5H14NP overall (wB97M-V/def2-TZVPD).

Last column: natural (NBO) charge in e.
Cartesian coordinates (Å):
P 2.223 -0.527 -0.496  0.92
N 1.020 -0.800 0.715  -1.15
C 1.453 1.003 -1.193  -0.95
C -2.270 0.813 0.722  -0.39
C -2.388 -0.001 -0.311  -0.19
C -3.225 -1.236 -0.329  -0.65
C 3.444 0.281 0.643  -0.94
H -1.855 0.210 -1.230  0.19
H -2.793 0.628 1.646  0.19
H 0.942 1.540 -0.393  0.23
H 3.750 -0.441 1.398  0.23
H 2.991 1.141 1.130  0.22
H -3.730 -1.378 0.624  0.21
H 2.223 1.630 -1.638  0.23
H 4.323 0.585 0.080  0.22
H 1.261 -1.618 1.270  0.37
H -1.653 1.695 0.692  0.20
H -3.973 -1.174 -1.118  0.22
H -2.602 -2.108 -0.528  0.21
H 0.738 0.736 -1.971  0.22
H 0.119 -0.979 0.287  0.38

Cartesian forces, eV/Å:
0.4524 0.5564 -0.0061
-0.1634 -0.3031 0.3144
0.0731 -0.3295 0.0620
0.0586 0.1320 0.0184
-0.0719 -0.1178 -0.1120
0.0515 0.0603 0.0439
-0.2606 -0.1839 -0.3574
0.1149 0.1339 -0.0824
-0.1324 -0.0928 0.1986
0.0430 0.0695 -0.0098
0.0579 -0.0322 0.0348
-0.0301 0.0579 0.0717
-0.0675 -0.0545 0.0637
0.0301 0.0413 -0.0432
0.1291 0.0485 -0.0296
-0.1378 0.0570 -0.0728
0.1492 0.1400 -0.0607
-0.0775 -0.0838 -0.0643
-0.0369 -0.1408 -0.0452
-0.0330 0.0417 -0.0230
-0.1488 -0.0001 0.0990

Results
M	119.15	g mol⁻¹
HOMO level	-8.0	eV
orbital gap	9.09	eV
SMILES	CP(C)N.C=CC
ΔE to the lowest compared entry with this formula, charge and spin	0.000	eV

=====

Entry from OMol25: a 2-piece molecular cluster, C2F6N2O2 overall in a non-equilibrium geometry (wB97M-V/def2-TZVPD).

Last column: natural (NBO) charge in e.
Cartesian coordinates (Å):
F -0.740 -2.376 0.615  -0.24
F 1.219 1.639 -1.048  -0.31
F 0.643 -1.361 1.930  -0.24
F 0.089 2.370 0.630  -0.31
F 1.277 -1.946 -0.067  -0.25
F 1.590 0.863 0.919  -0.32
O -1.896 -0.725 -1.215  -0.40
O -1.488 1.372 -1.490  -0.38
N -0.310 0.243 -0.077  -0.52
N -1.308 0.290 -1.009  0.65
C 0.620 1.276 0.090  1.06
C 0.306 -1.645 0.723  1.26

Cartesian forces, eV/Å:
0.4689 0.2433 0.0726
0.1434 0.1143 -0.2617
-0.1401 -0.1401 -0.4800
-0.1295 0.2903 0.1148
-0.2984 -0.0422 0.3975
-0.0560 -0.3184 0.1058
-0.8287 -1.2245 -0.3839
-0.6062 0.8753 -0.8323
1.0389 -3.9540 2.2423
1.4769 0.9249 0.8990
-0.0703 0.5791 -0.5092
-0.9989 2.6520 -1.3651

Results
M	198.02	g mol⁻¹
HOMO level (alpha / beta)	-11.2 / -11.2	eV
orbital gap (alpha / beta)	9.93 / 9.93	eV
ΔE to the lowest compared entry with this formula, charge and spin	1.304	eV

=====

Look up the ΔE to the lowest compared entry with this formula, charge and spin of the fourth one.
4.924 eV

=====

Which of these has the highest ΔE to the lowest compared entry with this formula, charge and spin?
C5H8N2O2